Below is a structure of composition C42H61AsClIN5O7Si3Sn, with properties calculated with wB97M-V/def2-TZVPD.

Summary:
orbital gap (alpha / beta): 5.9208 / 5.9189 eV
total charge: -1
LUMO energy (alpha / beta): 1.6 / 1.6 eV
energy above the lowest of the compared OMol25 structures with the same formula, charge and spin: 2.9027 eV
electronic energy: -177252.9702 eV
2S+1: 1
strongest force on any atom: 0.1103 Eh/bohr

Each line ends with the Löwdin charge.
Atoms and positions in Å:
Sn1 0.52610 -0.97558 -0.73068  1.26
O1 -0.58966 -3.82936 1.34882  -0.04
C1 -1.70114 -4.28122 2.15175  -0.32
C2 -2.86756 -3.15001 2.28191  -0.58
O2 -3.80758 -3.60341 2.98603  -0.01
O3 -2.75353 -2.05119 1.68367  -0.06
C3 -2.30086 -5.43611 1.40610  -0.16
C4 -3.19948 -6.32042 2.03710  -0.03
C5 -3.76086 -7.36027 1.29543  -0.10
C6 -3.62365 -7.40602 -0.09294  -0.11
C7 -2.69496 -6.51899 -0.71460  -0.08
C8 -1.94434 -5.66544 0.07936  -0.03
C9 -1.21198 -4.61923 3.56215  -0.14
C10 -0.67304 -5.87712 3.74984  -0.04
C11 -0.19778 -6.27858 5.00153  -0.08
C12 -0.38636 -5.39914 6.05555  -0.12
C13 -0.90523 -4.13086 5.88289  -0.10
C14 -1.31334 -3.72484 4.62986  -0.02
H1 -0.17554 -3.11460 1.89601  0.06
H2 -3.39637 -6.19509 3.07645  0.11
H3 -4.34848 -8.15045 1.78859  0.10
H4 -4.29005 -8.04333 -0.66554  0.08
H5 -2.58220 -6.51555 -1.81261  0.10
H6 -1.00838 -5.25372 -0.32894  0.12
H7 -0.42822 -6.56999 2.90581  0.14
H8 0.26890 -7.24189 5.08364  0.09
H9 -0.00761 -5.63691 7.04166  0.09
H10 -1.08598 -3.41696 6.71801  0.11
H11 -1.59672 -2.69166 4.44484  0.11
C15 -2.84207 -2.93755 -3.51564  -0.02
C16 -1.68099 -2.15586 -2.92490  -0.25
N1 -1.57824 -1.95705 -1.60206  -0.09
O4 -2.62830 -2.58172 -0.92251  -0.09
C17 -0.73480 -1.43994 -3.73455  -0.37
C18 -0.79148 -1.44912 -5.20556  -0.07
N2 0.06413 -0.59117 -3.10100  -0.21
O5 0.47022 0.34134 -3.85419  -0.20
H12 -3.24258 -3.63755 -2.77599  0.06
H13 -2.64689 -3.50877 -4.44120  0.07
H14 -3.78147 -2.35549 -3.63590  0.10
H15 -2.65687 -2.28212 0.01487  0.04
H16 0.26757 -1.41972 -5.47063  0.06
H17 -1.16605 -0.49873 -5.66486  0.09
H18 -1.23031 -2.36770 -5.62511  0.07
Cl1 7.04272 -4.44850 -1.16017  0.68
C19 5.41626 -3.98552 -1.21351  -0.67
C20 4.61129 -4.41628 -2.31241  -0.15
C21 3.27638 -3.89441 -2.46735  -0.70
I1 2.12349 -4.34079 -4.07492  0.97
C22 2.64526 -3.19459 -1.41532  -0.44
O6 1.39373 -2.83337 -1.52982  -0.32
C23 3.41025 -2.82326 -0.24813  -0.17
N3 2.74470 -2.24574 0.77942  0.09
C24 3.48015 -1.77533 1.76096  -0.14
C25 4.89279 -1.83187 1.86313  -0.06
C26 5.56878 -2.48485 0.86738  -0.05
C27 4.85396 -3.09592 -0.21563  -0.15
H19 5.07007 -5.07525 -3.04349  0.08
H20 2.96139 -1.29868 2.57307  0.10
H21 5.41058 -1.35505 2.67621  0.09
H22 6.66319 -2.45771 0.79890  0.09
O7 -0.03073 -1.43565 2.60208  -0.14
H23 -0.91888 -1.28951 2.19473  0.02
H24 0.18245 -0.57579 3.02689  0.07
N4 2.38893 0.13824 -1.20710  0.06
C28 3.24008 0.95262 -1.42820  -0.18
N5 4.19053 1.64646 -1.97633  -0.09
C29 4.99982 2.61475 -1.15504  -0.12
C30 5.81299 3.57512 -2.04685  -0.17
C31 6.70946 2.87158 -3.12336  -0.20
C32 6.19125 1.45555 -3.47233  -0.17
C33 4.67995 1.28484 -3.32172  -0.12
H25 5.62681 1.96588 -0.49909  0.13
H26 4.28069 3.16544 -0.50046  0.13
H27 6.38142 4.31998 -1.45639  0.11
H28 5.09283 4.27471 -2.63885  0.14
H29 7.71138 2.72997 -2.74919  0.09
H30 6.88602 3.49803 -4.02297  0.11
H31 6.71027 0.70589 -2.81545  0.13
H32 6.50224 1.21739 -4.47368  0.10
H33 4.38337 0.24676 -3.52395  0.13
H34 4.08297 1.99404 -3.96123  0.15
C34 -4.94927 2.90855 -0.46950  -0.23
Si1 -3.96853 3.49772 1.05204  0.33
C35 -3.76721 2.30547 2.50490  -0.22
C36 -4.97436 5.00616 1.52918  -0.23
As1 -1.58762 4.05399 0.49316  0.73
Si2 -0.76083 5.50258 2.21250  0.27
C37 -0.93775 4.52827 3.81480  -0.23
C38 -1.89452 7.02230 2.29870  -0.24
C39 1.10458 5.95343 2.06527  -0.22
Si3 -1.61979 5.24623 -1.70475  0.32
C40 -3.00428 6.50359 -1.79257  -0.23
C41 0.03599 5.97691 -2.03067  -0.23
C42 -2.03540 3.72816 -2.80634  -0.23
H35 -5.97041 2.63840 -0.21217  0.02
H36 -4.55197 1.98272 -0.95921  0.04
H37 -5.01002 3.70702 -1.24048  0.02
H38 -3.11867 2.82774 3.30346  0.03
H39 -3.17631 1.55202 1.99720  0.00
H40 -4.65176 1.82753 2.94781  0.04
H41 -6.00076 4.92808 1.25214  0.01
H42 -4.49937 5.92931 1.22597  0.00
H43 -4.95803 5.01738 2.60868  0.01
H44 -0.28298 3.62664 3.81893  0.05
H45 -1.84655 4.17137 4.13780  -0.03
H46 -0.57581 5.11934 4.60439  0.00
H47 -2.83657 6.70762 2.75915  0.01
H48 -2.18201 7.41238 1.34292  -0.01
H49 -1.46644 7.87601 2.83665  0.02
H50 1.66349 5.01634 1.87188  0.03
H51 1.46475 6.38108 2.96790  0.00
H52 1.33607 6.60546 1.21940  0.01
H53 -3.23209 7.08503 -0.93330  -0.01
H54 -3.96198 6.07540 -1.98406  0.01
H55 -2.76340 7.20168 -2.60762  0.03
H56 0.04252 7.05185 -1.83793  0.03
H57 0.18495 5.89258 -3.08523  0.01
H58 0.81751 5.43450 -1.51718  0.02
H59 -2.03066 2.82196 -2.23707  -0.02
H60 -1.37866 3.56546 -3.66279  0.02
H61 -3.09068 3.81160 -3.17630  0.03


Below is a cluster of 9 separate species, C42H61F3O30S2 in total, with properties calculated with wB97M-V/def2-TZVPD.

Summary:
orbital gap: 9.4625 eV
LUMO energy: 0.3 eV
structure (SMILES): CCCCCCCC[C@@]1(S)C(=O)O[C@@H](CCCCOC=O)[C@H]1S(=O)(=O)C(F)(F)F.O=C1OCCO1.O=C1OCCO1.O=C1OCCO1.O=C1OCCO1.O=C1OCCO1.O=C1OCCO1.O=C1OCCO1.O=C1OCCO1
electronic energy: -135791.1260 eV
2S+1: 1
strongest force on any atom: 0.0335 Eh/bohr

Each line ends with the Löwdin charge.
Atoms and positions in Å:
C1 0.55436 1.14330 6.06150  -0.11
C2 -0.27410 0.35331 5.03681  -0.26
C3 0.59804 -0.46952 4.07023  -0.22
C4 0.45833 -0.02847 2.61521  -0.20
C5 1.44050 -0.77020 1.68258  -0.18
C6 2.04826 0.13661 0.58981  -0.19
C7 3.58637 0.25268 0.68464  -0.16
C8 4.15296 1.66615 0.48385  -0.19
C9 4.24117 2.55466 1.75188  -0.53
S1 2.62794 3.47828 1.88509  0.91
C10 4.53304 1.87530 3.10368  -0.45
O1 4.02003 0.91705 3.58478  0.17
O2 5.51603 2.56927 3.75553  0.07
C11 5.42365 3.93157 3.25842  -0.30
C12 6.42701 4.89104 3.85869  -0.12
C13 6.26340 6.29841 3.25474  -0.17
C14 5.96710 7.39469 4.28202  -0.16
C15 5.11821 8.52227 3.71336  -0.17
O3 3.72710 8.14313 3.77996  0.00
C16 3.11178 7.93455 2.61420  -0.36
O4 2.03656 7.41612 2.52976  0.08
C17 5.32999 3.68569 1.76753  -0.29
S2 6.88307 3.35961 0.93933  0.80
O5 7.13481 1.97561 0.67753  -0.24
O6 7.96063 4.08563 1.55177  -0.25
C18 6.59770 4.28687 -0.64559  -0.68
F1 6.31465 5.54796 -0.27574  0.10
F2 5.58557 3.82234 -1.34994  0.18
F3 7.69539 4.29847 -1.35683  0.19
H1 1.46765 1.51040 5.58934  0.06
H2 -0.00246 1.99335 6.45794  0.06
H3 0.83557 0.51388 6.90627  0.07
H4 -0.93932 1.03475 4.50365  0.10
H5 -0.90723 -0.33061 5.60871  0.09
H6 1.64156 -0.34444 4.37018  0.09
H7 0.36029 -1.53213 4.14859  0.10
H8 -0.57601 -0.20282 2.30624  0.11
H9 0.65487 1.04669 2.56581  0.09
H10 0.87707 -1.57228 1.20863  0.08
H11 2.21001 -1.21715 2.31223  0.10
H12 1.57346 1.11437 0.57176  0.07
H13 1.80630 -0.32462 -0.36466  0.09
H14 3.98776 -0.33589 -0.14399  0.12
H15 3.95595 -0.22055 1.58853  0.09
H16 5.10863 1.58281 -0.02013  0.08
H17 3.48459 2.17110 -0.21033  0.07
H18 2.70345 4.03182 0.67113  -0.09
H19 4.44921 4.26101 3.62669  0.14
H20 6.17682 4.95403 4.91938  0.12
H21 7.44884 4.53027 3.80020  0.11
H22 7.13751 6.56053 2.65685  0.12
H23 5.41899 6.30980 2.55511  0.10
H24 5.40039 6.96800 5.11257  0.12
H25 6.87893 7.80969 4.71446  0.12
H26 5.39606 8.72852 2.67823  0.11
H27 5.21055 9.42025 4.32015  0.13
H28 3.63885 8.28932 1.71505  0.13
H29 4.93992 4.57076 1.26746  0.10
O7 -0.49233 -3.59161 2.45618  0.15
C19 -1.12934 -3.77429 1.46730  -0.57
O8 -1.24139 -2.88559 0.45438  0.05
C20 -1.89201 -3.53426 -0.65036  -0.11
C21 -2.65105 -4.64085 0.04401  -0.11
O9 -1.84357 -4.88960 1.20680  0.06
H30 -2.55191 -2.85158 -1.17431  0.12
H31 -1.13714 -3.90687 -1.34381  0.14
H32 -3.63926 -4.31699 0.36670  0.10
H33 -2.74479 -5.54233 -0.55423  0.13
O10 -6.28786 -4.71155 1.21583  0.14
C22 -5.91808 -4.19639 2.22888  -0.57
O11 -6.57341 -4.24357 3.40142  0.08
C23 -5.70096 -3.70419 4.41866  -0.10
C24 -4.76570 -2.83180 3.61719  -0.09
O12 -4.76867 -3.50213 2.34657  0.05
H34 -6.28001 -3.16882 5.16447  0.14
H35 -5.17440 -4.52064 4.89228  0.10
H36 -5.13368 -1.81389 3.47899  0.14
H37 -3.76318 -2.79794 4.03308  0.13
O13 -3.71464 -4.48547 -2.95528  0.15
C25 -4.85190 -4.34174 -2.62852  -0.57
O14 -5.24968 -3.54032 -1.62122  0.05
C26 -6.68025 -3.46297 -1.64041  -0.11
C27 -7.05589 -4.74058 -2.36401  -0.09
O15 -5.90271 -4.96869 -3.19197  0.05
H38 -7.06950 -3.40820 -0.62804  0.11
H39 -6.97294 -2.56876 -2.19349  0.13
H40 -7.16938 -5.58609 -1.68526  0.14
H41 -7.94880 -4.64704 -2.97558  0.14
O16 -8.75612 -7.49262 -6.98625  0.16
C28 -7.60045 -7.23310 -6.88696  -0.58
O17 -6.59259 -8.03073 -7.31213  0.06
C29 -5.36908 -7.28469 -7.23672  -0.11
C30 -5.69302 -6.23772 -6.19431  -0.11
O18 -7.11306 -6.09465 -6.34217  0.06
H42 -4.54230 -7.93119 -6.95546  0.13
H43 -5.16662 -6.84455 -8.21281  0.12
H44 -5.47591 -6.56966 -5.17975  0.12
H45 -5.19035 -5.29048 -6.37306  0.13
O19 4.48113 11.60641 -0.05759  0.18
C31 5.00558 10.63569 -0.48905  -0.56
O20 5.45872 10.49469 -1.75779  0.07
C32 6.22691 9.28966 -1.83518  -0.11
C33 5.66956 8.48063 -0.68139  -0.13
O21 5.23602 9.50131 0.22338  0.02
H46 6.09229 8.81324 -2.80225  0.13
H47 7.28150 9.53553 -1.70086  0.13
H48 4.80629 7.87852 -0.97181  0.14
H49 6.40745 7.84350 -0.20700  0.11
O22 2.06064 1.48831 -2.00612  0.16
C34 1.41442 1.24194 -2.97176  -0.55
O23 1.25227 2.07128 -4.02995  0.06
C35 0.60531 1.34046 -5.07800  -0.11
C36 -0.10311 0.24045 -4.31155  -0.11
O24 0.73532 0.08853 -3.16183  0.06
H50 -0.07023 1.98776 -5.63011  0.13
H51 1.36679 0.95278 -5.75647  0.13
H52 -1.10023 0.53581 -3.98160  0.13
H53 -0.17038 -0.69556 -4.85882  0.13
O25 -3.66448 -4.05885 6.51613  0.15
C37 -2.99898 -4.98914 6.18239  -0.58
O26 -2.47579 -5.11571 4.94623  0.05
C38 -1.55236 -6.20921 4.95335  -0.10
C39 -2.06148 -7.03563 6.12092  -0.10
O27 -2.67209 -6.04143 6.95803  0.07
H54 -1.57794 -6.73317 4.00253  0.13
H55 -0.54885 -5.81621 5.11777  0.14
H56 -2.82530 -7.75499 5.82166  0.13
H57 -1.27467 -7.55319 6.66195  0.13
O28 -4.04848 -3.33241 -8.25883  0.16
C40 -4.84996 -3.46559 -9.12499  -0.57
O29 -5.13453 -2.54189 -10.06929  0.07
C41 -5.97563 -3.14954 -11.05700  -0.11
C42 -6.61224 -4.28638 -10.28113  -0.11
O30 -5.61018 -4.57330 -9.29841  0.04
H58 -6.69462 -2.42932 -11.43671  0.13
H59 -5.35137 -3.50228 -11.87930  0.13
H60 -7.52801 -3.98622 -9.77021  0.14
H61 -6.81304 -5.16563 -10.88685  0.13